1) ORCA calculation (ωB97M-V with the def2-TZVPD basis set) on a gas-phase ion, C2H3O2S2 (charge -1).

Calculated values
total charge = -1
LUMO level = 3.39 eV
HOMO-LUMO gap = 6.622 eV
highest occupied orbital energy = -3.236 eV

```
9
C2H3O2S2 (ωB97M-V with the def2-TZVPD basis set)
C 1.227 -0.152 -0.329
C 0.126 0.527 0.353
O -1.550 -0.949 -1.106
O -2.462 -0.164 1.121
S 1.310 1.685 -0.262
S -1.855 0.158 -0.181
H 1.998 -0.829 0.172
H 0.981 -0.619 -1.261
H 0.224 0.345 1.491
```

---

2) ORCA calculation (ωB97M-V with the def2-TZVPD basis set) on a molecular structure, C2H3O2S2.

Calculated values
total charge = -1
LUMO level = 3.50 eV
HOMO-LUMO gap = 6.614 eV
highest occupied orbital energy = -3.117 eV

```
9
C2H3O2S2 (ωB97M-V with the def2-TZVPD basis set)
C -0.657 0.531 0.257
C 0.793 0.457 -0.257
O -1.187 1.505 0.719
O -1.243 -0.761 0.406
S 0.918 -0.750 -1.722
S 1.490 -0.047 1.269
H 1.256 1.447 -0.681
H -1.703 -0.606 1.140
H 0.333 -1.774 -1.130
```

---

Q: What are the energies relative to the best structure? A: 1) 101.0; 2) 0.0, in kJ/mol.

---

1) ORCA calculation (ωB97M-V with the def2-TZVPD basis set) on 2 unconnected molecules or ions with the total composition C10H10N2.

Calculated values
total charge = 0
LUMO level = -0.18 eV
HOMO-LUMO gap = 7.818 eV
highest occupied orbital energy = -7.999 eV

```
22
C10H10N2 (ωB97M-V with the def2-TZVPD basis set)
C 0.864 2.192 1.966
C 0.754 1.030 1.006
C 1.847 0.177 0.945
C 1.772 -0.890 0.125
C 0.661 -1.034 -0.846
C 0.109 -2.224 -1.554
C -1.006 -2.171 -2.147
C -1.795 -1.178 -1.940
C -0.321 0.001 -0.696
C -0.407 0.987 0.218
H 0.529 2.017 3.117
H 1.914 2.203 2.478
H 0.701 3.298 1.640
H 2.552 0.230 1.733
H 2.528 -1.769 -0.195
H 0.791 -3.245 -1.404
H -1.640 -3.115 -2.609
H -2.716 -1.304 -2.387
H -2.135 1.383 1.806
H -1.967 1.531 -0.429
N -1.500 0.054 -1.354
N -1.535 1.828 0.527
```

---

2) ORCA calculation (ωB97M-V with the def2-TZVPD basis set) on 2 unconnected molecules or ions with the total composition C10H10N2.

Calculated values
total charge = 0
LUMO level = 0.63 eV
structure (SMILES) = c1ccncc1.c1ccncc1
HOMO-LUMO gap = 9.490 eV
highest occupied orbital energy = -8.858 eV

```
22
C10H10N2 (ωB97M-V with the def2-TZVPD basis set)
C -3.039 -0.059 -2.571
C -2.578 1.231 -2.204
C -1.459 1.343 -1.470
N -0.735 0.175 -1.072
C -0.991 -1.001 -1.684
C -2.223 -1.131 -2.359
H -3.828 -0.255 -3.326
H -3.076 2.129 -2.662
H -1.101 2.305 -0.924
H -0.103 -1.813 -1.595
H -2.586 -2.179 -2.642
C 3.033 -0.617 1.952
C 2.928 0.463 2.767
C 1.677 1.145 2.773
N 0.648 0.723 2.067
C 0.770 -0.303 1.128
C 1.966 -1.052 1.237
H 3.782 -1.481 1.986
H 3.666 1.081 3.411
H 1.455 2.027 3.614
H -0.304 -0.644 0.816
H 2.098 -2.087 0.757
```

---

3) ORCA calculation (ωB97M-V with the def2-TZVPD basis set) on C10H10N2 in the gas phase.

Calculated values
total charge = 0
LUMO level = 0.69 eV
structure (SMILES) = N#C[C@H]1CCCc2cccnc21
HOMO-LUMO gap = 10.462 eV
highest occupied orbital energy = -9.773 eV

```
22
C10H10N2 (ωB97M-V with the def2-TZVPD basis set)
N 3.029 -2.167 -1.060
C 2.176 -1.729 -0.373
C 1.247 -0.867 0.544
C 1.914 0.506 0.850
C 1.392 1.486 -0.187
C -0.060 1.660 -0.372
C -0.838 0.376 -0.213
C -2.130 0.367 -0.425
C -2.881 -0.704 -0.233
C -2.173 -1.850 0.142
N -0.907 -1.954 0.345
C -0.243 -0.781 0.149
H 1.204 -1.479 1.437
H 1.644 0.950 1.846
H 2.963 0.485 0.914
H 1.823 2.531 -0.108
H 1.787 1.045 -1.129
H -0.680 2.304 0.283
H -0.140 1.833 -1.466
H -2.543 1.398 -0.723
H -3.895 -0.655 -0.567
H -2.688 -2.753 0.348
```

---

Q: What are the energies relative to the best structure? A: 1) 507.9; 2) 201.2; 3) 0.0, in kJ/mol.

---

1) ORCA calculation (ωB97M-V with the def2-TZVPD basis set) on a gas-phase ion, C11H12N (charge +1).

Calculated values
total charge = +1
LUMO level (alpha / beta) = -4.75 / -4.75 eV
structure (SMILES) = C=C/C=c1\ccccc1=C=[NH+]C
HOMO-LUMO gap (alpha / beta) = 6.793 / 6.791 eV
highest occupied orbital energy (alpha / beta) = -11.547 / -11.546 eV

```
24
C11H12N (ωB97M-V with the def2-TZVPD basis set)
C -2.591 -1.421 2.644
C -2.418 -0.681 1.515
C -1.159 -0.662 0.882
C -0.749 0.312 0.052
C -1.262 1.653 0.377
C -0.744 2.805 -0.019
C 0.256 2.798 -0.972
C 0.868 1.699 -1.417
C 0.370 0.387 -0.905
C 0.898 -0.683 -1.476
N 1.748 -1.613 -1.684
C 2.876 -1.944 -0.872
H -3.424 -1.603 3.236
H -1.735 -1.818 2.978
H -3.149 -0.121 0.946
H -0.625 -1.616 0.912
H -2.044 1.544 1.214
H -1.022 3.823 0.312
H 0.768 3.772 -1.328
H 1.777 1.751 -2.112
H 1.817 -2.140 -2.531
H 3.298 -2.952 -1.173
H 3.541 -1.173 -0.732
H 2.705 -2.116 0.149
```

---

2) ORCA calculation (ωB97M-V with the def2-TZVPD basis set) on a molecular structure, C11H12N.

Calculated values
total charge = +1
LUMO level (alpha / beta) = -5.78 / -5.78 eV
HOMO-LUMO gap (alpha / beta) = 7.472 / 7.471 eV
highest occupied orbital energy (alpha / beta) = -13.249 / -13.249 eV

```
24
C11H12N (ωB97M-V with the def2-TZVPD basis set)
C 0.155 -0.460 -0.481
C -1.004 -1.053 -0.874
C -1.152 0.282 1.244
C 0.051 2.283 0.940
C 1.177 1.094 0.526
C 1.071 0.590 -0.790
C 0.436 -0.240 0.915
C -2.114 -1.420 -0.555
C 1.708 1.019 -2.102
C 1.013 -1.235 1.804
C -3.380 -2.088 -0.774
N -1.054 1.507 1.269
H 0.490 2.926 1.748
H -0.168 3.130 0.261
H 2.188 1.398 0.982
H 2.185 1.991 -2.043
H 1.006 0.992 -2.912
H 2.543 0.369 -2.530
H 0.673 -1.291 2.816
H 2.087 -0.906 1.857
H 1.039 -2.208 1.305
H -3.851 -1.454 -1.464
H -3.963 -2.064 0.126
H -3.193 -3.194 -1.117
```

---

3) ORCA calculation (ωB97M-V with the def2-TZVPD basis set) on a gas-phase ion, C11H12N (charge +1).

Calculated values
total charge = +1
LUMO level (alpha / beta) = -5.82 / -5.82 eV
structure (SMILES) = CC#CC1=C(C)[C@H]2C[N+]#C[C@@]12C
HOMO-LUMO gap (alpha / beta) = 7.647 / 7.648 eV
highest occupied orbital energy (alpha / beta) = -13.470 / -13.470 eV

```
24
C11H12N (ωB97M-V with the def2-TZVPD basis set)
C -2.744 -1.895 1.354
C -1.878 -1.449 0.256
C -1.184 -1.243 -0.800
C 0.026 -0.609 -0.996
C 0.467 0.626 -1.505
C 0.761 1.128 -2.864
C 1.075 1.095 -0.264
C 0.184 2.042 0.652
N -0.916 1.162 1.003
C -0.579 -0.027 1.009
C 0.718 -0.367 0.385
C 1.788 -1.175 1.109
H -2.736 -1.194 2.144
H -2.354 -2.795 1.697
H -3.765 -2.052 0.871
H -0.036 0.861 -3.522
H 1.872 0.733 -3.146
H 0.730 2.230 -2.692
H 2.187 1.516 -0.209
H 0.735 2.451 1.435
H -0.360 2.936 0.143
H 2.399 -0.597 1.728
H 2.464 -1.617 0.411
H 1.145 -1.760 1.803
```

---

Q: What are the energies relative to the best structure? A: 1) 0.0; 2) 278.4; 3) 330.0, in kJ/mol.

---

1) ORCA calculation (ωB97M-V with the def2-TZVPD basis set) on a gas-phase ion, C7H15N2 (charge +1).

Calculated values
total charge = +1
LUMO level = -3.75 eV
structure (SMILES) = C=NC(=C)[NH+](CC)CC
HOMO-LUMO gap = 10.102 eV
highest occupied orbital energy = -13.849 eV

```
24
C7H15N2 (ωB97M-V with the def2-TZVPD basis set)
C 2.805 0.759 -0.648
N 1.545 0.714 -0.663
C 0.772 0.522 0.432
C 0.886 0.916 1.687
N -0.580 -0.277 0.010
C -1.373 0.699 -0.787
C -1.852 1.874 0.046
C -0.278 -1.520 -0.733
C -0.051 -2.686 0.210
H 3.313 0.997 -1.571
H 3.415 0.561 0.232
H 0.130 0.770 2.439
H 1.764 1.453 2.001
H -1.075 -0.498 0.880
H -0.728 1.042 -1.600
H -2.233 0.181 -1.220
H -2.528 1.553 0.835
H -1.024 2.422 0.489
H -2.393 2.563 -0.598
H -1.125 -1.738 -1.388
H 0.597 -1.337 -1.359
H 0.184 -3.573 -0.372
H 0.777 -2.501 0.889
H -0.947 -2.896 0.790
```

---

2) ORCA calculation (ωB97M-V with the def2-TZVPD basis set) on a gas-phase ion, C7H15N2 (charge +1).

Calculated values
total charge = +1
LUMO level = -3.11 eV
structure (SMILES) = CC1(C)NC=[NH+]C1(C)C
HOMO-LUMO gap = 11.451 eV
highest occupied orbital energy = -14.562 eV

```
24
C7H15N2 (ωB97M-V with the def2-TZVPD basis set)
C -0.284 -1.798 1.059
C -0.439 -0.723 0.037
C -0.656 -1.340 -1.342
N -1.777 0.326 0.447
C -1.524 1.530 0.076
N -0.313 1.710 -0.397
C 0.583 0.563 -0.007
C 1.165 0.899 1.363
C 1.724 0.337 -1.071
H 0.520 -2.390 0.814
H -1.359 -2.252 0.973
H -0.269 -1.450 2.062
H 0.197 -1.394 -2.088
H -1.386 -0.652 -1.929
H -1.131 -2.322 -1.171
H -2.598 -0.074 0.696
H -2.238 2.274 -0.079
H -0.078 2.696 -0.495
H 1.892 1.746 1.098
H 1.798 0.073 1.874
H 0.327 1.345 1.935
H 2.439 1.070 -0.804
H 1.386 0.595 -2.052
H 2.021 -0.769 -0.997
```

---

Q: What are the energies relative to the best structure? A: 1) 20.3; 2) 0.0, in kJ/mol.

---

1) ORCA calculation (ωB97M-V with the def2-TZVPD basis set) on CH3N3S in the gas phase.

Calculated values
total charge = 0
LUMO level = 0.81 eV
structure (SMILES) = C1NN=NS1
HOMO-LUMO gap = 9.473 eV
highest occupied orbital energy = -8.658 eV

```
8
CH3N3S (ωB97M-V with the def2-TZVPD basis set)
C 0.744 0.077 -0.258
N -0.370 -0.717 0.194
N -1.470 -0.136 0.530
N -1.643 1.028 0.308
S -0.040 1.619 -0.603
H 1.490 0.219 0.591
H 1.410 -0.458 -1.145
H -0.120 -1.631 0.383
```

---

2) ORCA calculation (ωB97M-V with the def2-TZVPD basis set) on 2 unconnected molecules or ions with the total composition CH3N3S.

Calculated values
total charge = 0
LUMO level = 0.49 eV
structure (SMILES) = N#[N+][S-].C=N
HOMO-LUMO gap = 10.492 eV
highest occupied orbital energy = -9.999 eV

```
8
CH3N3S (ωB97M-V with the def2-TZVPD basis set)
N 2.134 1.396 -0.174
N 2.644 0.394 -0.091
S 3.298 -0.959 -0.024
C -1.321 -0.086 -0.195
N -1.972 0.050 0.861
H -1.535 -0.797 -1.003
H -0.462 0.558 -0.339
H -2.785 -0.556 0.965
```

---

Q: What are the energies relative to the best structure? A: 1) 75.6; 2) 0.0, in kJ/mol.

---

1) ORCA calculation (ωB97M-V with the def2-TZVPD basis set) on a gas-phase ion, C4H9N2O2 (charge -1).

Calculated values
total charge = -1
LUMO level = 3.57 eV
structure (SMILES) = CNCCNC(=O)[O-]
HOMO-LUMO gap = 7.328 eV
highest occupied orbital energy = -3.762 eV

```
17
C4H9N2O2 (ωB97M-V with the def2-TZVPD basis set)
C 2.229 0.246 -0.271
N 1.226 1.292 -0.155
C -0.203 0.985 -0.070
C -0.627 -0.562 -0.625
N -1.016 -1.308 0.559
C -2.422 -1.050 1.013
O -2.508 -1.042 2.196
O -3.107 -0.592 0.058
H 3.129 0.641 0.231
H 2.458 -0.165 -1.228
H 2.030 -0.640 0.333
H 1.480 1.969 -0.903
H -0.626 1.163 0.848
H -0.800 1.544 -0.752
H 0.284 -0.830 -0.981
H -1.201 -0.552 -1.560
H -0.325 -1.098 1.308
```

---

2) ORCA calculation (ωB97M-V with the def2-TZVPD basis set) on a gas-phase ion, C4H9N2O2 (charge -1).

Calculated values
total charge = -1
LUMO level = 3.95 eV
structure (SMILES) = CNC(=O)CNC[O-]
HOMO-LUMO gap = 6.688 eV
highest occupied orbital energy = -2.733 eV

```
17
C4H9N2O2 (ωB97M-V with the def2-TZVPD basis set)
C -0.406 -0.328 -1.930
N -1.554 -0.176 -1.060
C -1.547 -0.147 0.298
O -2.525 0.378 0.852
C -0.408 -0.600 1.223
N 0.648 0.399 1.574
C 1.965 0.437 0.749
O 1.893 1.188 -0.359
H 0.020 -1.338 -1.894
H 0.461 0.313 -1.626
H -0.581 0.083 -2.915
H -2.307 0.379 -1.429
H -0.853 -0.806 2.180
H -0.033 -1.579 0.809
H 0.356 1.366 1.540
H 2.224 -0.605 0.582
H 2.648 1.035 1.405
```

---

3) ORCA calculation (ωB97M-V with the def2-TZVPD basis set) on 2 unconnected molecules or ions with the total composition C4H9N2O2.

Calculated values
total charge = -1
LUMO level = -1.09 eV
HOMO-LUMO gap = 2.656 eV
highest occupied orbital energy = -3.743 eV

```
17
C4H9N2O2 (ωB97M-V with the def2-TZVPD basis set)
C -1.440 -0.024 -0.875
N -0.629 0.240 -2.029
C 5.765 -3.230 -0.154
O 5.819 -4.495 -0.309
O 6.689 -2.388 0.109
C -1.141 0.840 0.389
N -2.223 0.809 1.366
C -2.972 2.033 1.159
H -2.437 0.331 -1.102
H -1.684 -1.078 -0.642
H 0.347 0.024 -1.927
H 4.711 -2.772 -0.165
H -0.165 0.635 0.900
H -1.132 1.852 -0.135
H -3.960 1.952 1.574
H -3.064 2.397 0.129
H -2.484 2.875 1.714
```

---

Q: What are the energies relative to the best structure? A: 1) 0.0; 2) 26.9; 3) 470.4, in kJ/mol.